Density functional theory data (ωB97M-V/def2-TZVPD) for a molecular structure, ClFeH4O2.

The geometry in XYZ format:
```
8
Properties=species:S:1:pos:R:3
Fe -1.9836 2.3758 0.2557
Cl 0.1614 1.5786 0.3074
O 1.3950 -1.0191 2.1162
H 1.0405 -0.2792 1.6168
H 1.6235 -1.6793 1.4555
O -0.9087 -0.2220 -2.2573
H -0.1878 0.2162 -1.7951
H -1.1404 -0.9710 -1.6992
```

Summary:
- Energy relative to the best compared isomer or geometry (same formula, charge and spin): 0.0 kcal per mole
- Multiplicity: 5
- Charge: +1
- <S²>: 6.007

---

Density functional theory data (ωB97M-V/def2-TZVPD) for a gas-phase ion, C4H7O2 (charge -1).

The geometry in XYZ format:
```
13
Properties=species:S:1:pos:R:3
O -1.1128 0.1976 -1.5672
C -1.5665 0.3619 -0.3998
C -0.8538 0.4742 0.7694
C 0.6116 0.8129 0.6852
C 1.5080 -0.4145 0.7757
O 1.2135 -1.3729 -0.2246
H -2.6767 0.3558 -0.2705
H -1.3967 0.8049 1.6480
H 0.7953 1.2931 -0.2840
H 0.9194 1.5082 1.4742
H 2.5633 -0.1071 0.6879
H 1.4166 -0.8362 1.7865
H 0.4085 -1.0421 -0.6606
```

Summary:
- Energy relative to the best compared isomer or geometry (same formula, charge and spin): 37.3 kcal per mole
- Charge: -1

---

Density functional theory data (ωB97M-V/def2-TZVPD) for a molecular structure, C22H32N2ReSbSe4.

The geometry in XYZ format:
```
62
Properties=species:S:1:pos:R:3
Re -0.4809 1.1793 1.6544
Se -5.2893 2.6060 3.2508
Sb -3.0636 2.4078 3.9696
Se -1.3352 3.2699 2.1421
Se -1.9609 0.1415 3.0441
Se -2.2544 2.8554 6.1311
C -3.9960 -2.3412 -2.5091
C -3.7303 -1.0526 -1.7796
C -4.7391 -0.1174 -1.5695
C -4.5010 1.0670 -0.8820
C -5.6134 2.0491 -0.6293
C -3.2202 1.3305 -0.4072
C -2.2028 0.4195 -0.6375
C -2.4556 -0.7739 -1.3025
N -0.8836 0.6729 -0.1368
C 0.3607 0.3526 -0.9081
C 0.1571 0.3335 -2.4256
C 0.8997 -1.0165 -0.3807
C 1.2889 1.5509 -0.6214
H -5.0605 -2.4797 -2.6901
H -3.6395 -3.1979 -1.9356
H -3.4861 -2.3590 -3.4743
H -5.7359 -0.3215 -1.9417
H -6.2986 2.0856 -1.4759
H -5.2227 3.0483 -0.4447
H -6.1806 1.7618 0.2570
H -3.0202 2.2543 0.1203
H -1.6759 -1.5141 -1.4163
H -0.1369 -0.6383 -2.8144
H 1.0966 0.6176 -2.8961
H -0.5957 1.0635 -2.7257
H 0.3908 -1.8008 -0.9510
H 0.5326 -1.1411 0.6456
H 2.5888 -1.6301 0.5261
H 1.0407 2.3605 -1.3079
H 2.3347 1.2691 -0.7369
H 1.2041 2.0251 0.3785
C 3.5625 1.2934 4.3850
C 2.3240 1.6656 4.8977
C 1.1840 1.5889 4.1220
C 1.2627 1.1399 2.7890
C 2.5120 0.7651 2.2883
C 3.6512 0.8347 3.0822
H 4.4471 1.3629 5.0030
H 2.2410 2.0170 5.9180
H 0.2369 1.8731 4.5663
H 2.6133 0.4035 1.2753
H 4.6078 0.5353 2.6729
C 4.2579 -2.5852 -0.7667
C 3.0551 -1.9288 -1.4393
C 2.2120 -3.0036 -2.1242
C 3.5662 -0.9327 -2.4790
N 2.3382 -1.2102 -0.3576
H 4.8792 -3.0933 -1.5034
H 3.9385 -3.3234 -0.0272
H 4.8711 -1.8355 -0.2641
H 2.8332 -3.5634 -2.8244
H 1.3861 -2.5831 -2.6994
H 1.8008 -3.7088 -1.3985
H 4.2106 -1.4313 -3.2040
H 4.1400 -0.1426 -1.9936
H 2.7528 -0.4753 -3.0385
```

Summary:
- Energy relative to the best compared isomer or geometry (same formula, charge and spin): 6.7 kcal per mole
- Charge: 0

---

Density functional theory data (ωB97M-V/def2-TZVPD) for 9 unconnected molecules or ions with the total composition C33H78Cl2N4O16.

The geometry in XYZ format:
```
133
Properties=species:S:1:pos:R:3
C -13.4444 -7.9699 13.6806
O -13.7872 -7.4769 14.9781
C -13.2624 -8.1745 16.0568
C -13.7207 -7.4291 17.3622
C -12.9393 -6.1294 17.5770
N -13.6002 -8.3264 18.4545
H -14.2120 -7.6319 12.9845
H -13.4825 -9.0570 13.6112
H -12.3929 -7.7561 13.4889
H -13.7772 -9.1339 16.1085
H -12.1963 -8.3827 15.9662
H -14.7759 -7.1908 17.2287
H -13.2366 -5.3981 16.8254
H -11.8796 -6.3303 17.4196
H -13.0727 -5.5313 18.4784
H -14.5007 -8.2391 18.9035
H -12.9954 -8.0368 19.2097
C -8.4056 -6.7392 25.9925
O -8.6141 -7.4742 24.8547
C -9.6686 -8.3545 24.9114
C -10.3186 -8.6132 23.5428
C -9.2576 -8.7823 22.4791
N -11.0629 -7.4461 23.1108
H -9.3157 -6.2958 26.3967
H -7.6858 -5.9439 25.7990
H -7.8720 -7.4460 26.6279
H -9.5198 -9.2802 25.4673
H -10.4260 -7.8842 25.5385
H -10.9395 -9.5073 23.5988
H -8.6434 -7.8941 22.3313
H -9.7025 -9.0324 21.5159
H -8.6650 -9.6504 22.7677
H -10.5234 -6.5996 23.2222
H -11.6929 -7.2958 23.8858
C -9.2837 -10.7075 10.6744
O -9.0416 -11.5872 9.5448
C -10.1116 -12.2562 9.0106
C -9.6441 -13.2286 7.8817
C -9.1467 -12.6143 6.5285
N -10.6946 -14.1707 7.5435
H -8.3228 -10.6042 11.1787
H -10.0328 -11.1763 11.3124
H -9.5818 -9.7515 10.2440
H -10.6007 -12.9039 9.7382
H -10.7556 -11.6855 8.3415
H -8.7205 -13.6766 8.2482
H -8.4735 -11.8335 6.8824
H -9.9344 -12.1434 5.9404
H -8.5334 -13.3060 5.9510
H -10.3788 -14.7006 6.7437
H -11.0504 -14.7935 8.2547
C -19.4874 -10.6731 7.8370
O -18.5114 -11.6773 7.9696
C -17.3553 -11.3427 7.1535
C -16.1690 -12.4036 7.3407
C -15.4555 -12.1936 8.7566
N -15.1087 -12.1522 6.4120
H -19.3519 -9.8401 8.5269
H -20.4330 -11.1535 8.0883
H -19.5290 -10.3507 6.7965
H -17.5441 -11.3364 6.0799
H -17.0232 -10.3171 7.3143
H -16.6151 -13.3868 7.1908
H -16.1801 -12.3017 9.5637
H -14.8239 -11.3067 8.8076
H -14.7274 -12.9974 8.8652
H -14.3164 -12.7301 6.6536
H -14.7860 -11.1961 6.4556
C -18.0085 -2.6282 20.1317
C -19.1401 -1.9408 19.3531
O -18.7139 -0.7253 18.7503
C -19.4383 0.3361 18.5125
O -20.5901 0.5005 18.8904
O -18.6919 1.2417 17.8595
C -19.2781 2.4839 17.5028
H -17.5828 -3.4245 19.5212
H -18.4477 -3.2177 20.9365
H -17.2146 -2.0520 20.6069
H -20.0554 -1.6691 19.8789
H -19.4403 -2.4939 18.4631
H -18.5070 3.2103 17.7594
H -20.1971 2.7996 17.9967
H -19.4724 2.6286 16.4401
C -11.1255 -19.6449 20.9146
C -10.9478 -18.0431 21.1575
O -11.8357 -17.3057 20.3106
C -11.5063 -15.9665 20.1497
O -10.4597 -15.4387 20.4006
O -12.5711 -15.3816 19.4440
C -12.4910 -13.9734 19.2489
H -11.3784 -20.1603 21.8412
H -10.2462 -20.1290 20.4895
H -11.8754 -19.8959 20.1645
H -9.8714 -17.9173 21.0400
H -10.9967 -17.8549 22.2300
H -13.3540 -13.6750 18.6536
H -11.6617 -13.6272 18.6320
H -12.5688 -13.4154 20.1820
C -18.6588 -11.7298 18.8875
C -19.1294 -13.2349 18.8149
O -20.4669 -13.4995 18.8569
C -21.1414 -13.1786 20.0247
O -20.6363 -12.7070 21.0908
O -22.3948 -13.1678 19.7716
C -23.3414 -12.7372 20.7122
H -19.1508 -11.2656 18.0328
H -17.5962 -11.6449 18.6602
H -18.8192 -11.1181 19.7753
H -18.5850 -13.6128 19.6804
H -18.6932 -13.7327 17.9489
H -23.4841 -11.6582 20.6525
H -23.0146 -13.0260 21.7111
H -24.3093 -13.2296 20.6187
C -11.1599 -3.8274 13.0019
C -10.8471 -3.3885 11.5541
O -9.4613 -3.3212 11.2010
C -9.2649 -3.1418 9.8873
O -10.0506 -3.1359 8.9437
O -7.8914 -3.0693 9.6146
C -6.9687 -3.1848 10.6948
H -11.1498 -2.8994 13.5736
H -10.5581 -4.5842 13.5051
H -12.1658 -4.2459 12.9668
H -11.1830 -2.3675 11.3730
H -11.4470 -3.9210 10.8160
H -7.2424 -2.6633 11.6120
H -5.9455 -2.9021 10.4473
H -6.8865 -4.2077 11.0625
Cl -16.7287 -10.9565 23.2471
C -17.2337 -9.3899 23.9315
Cl -16.4103 -8.1063 23.0239
H -18.2985 -9.3306 23.7061
H -16.9520 -9.2804 24.9787
```

Summary:
- Energy relative to the best compared isomer or geometry (same formula, charge and spin): 57.0 kcal per mole
- Charge: 0

---

Density functional theory data (ωB97M-V/def2-TZVPD) for a molecular structure, C12H33Ag2FeN7O15.

The geometry in XYZ format:
```
70
Properties=species:S:1:pos:R:3
Ag 0.3617 -12.9301 -0.3211
Ag 4.1446 -8.6727 -3.1784
Fe 2.2591 -8.2920 1.2959
N 1.4712 -9.9569 -1.5234
O 1.8963 -9.4129 -2.5311
O 1.1308 -11.1030 -1.5352
O 1.5057 -9.2786 -0.4588
N 2.9654 -6.1693 -1.0487
O 3.6082 -6.7798 -1.8984
O 2.5160 -5.1159 -1.2566
O 2.6891 -6.7555 -0.0061
N 2.0276 -8.6963 -5.8882
O 1.7496 -7.8732 -6.7413
O 2.9113 -8.4175 -5.0801
O 1.4426 -9.7897 -5.8157
N 1.4381 -11.2818 2.5691
O 2.0159 -10.1843 2.3111
O 1.2803 -11.6052 3.7471
O 1.1398 -11.9766 1.5526
C 3.9913 -12.4904 -0.4131
C 3.3098 -13.4616 -1.2899
C 4.3086 -14.5112 -2.0081
O 3.5139 -15.1771 -2.9546
C 4.2743 -16.1742 -3.5701
N 2.3620 -14.1440 -0.4108
H 4.6688 -11.8069 -0.9250
H 4.5475 -13.0224 0.3587
H 3.2743 -11.8372 0.0841
H 2.7170 -13.0042 -2.0820
H 4.8338 -15.1425 -1.2914
H 5.0773 -13.9668 -2.5566
H 3.6495 -16.5688 -4.3713
H 4.4297 -16.9201 -2.7907
H 5.2490 -15.8592 -3.9428
H 2.2115 -15.0739 -0.7752
H 2.9689 -14.4480 0.3371
C -1.5047 -10.0150 -3.4162
C -2.9549 -9.8156 -3.8957
C -3.5926 -8.3864 -3.7618
O -2.8574 -7.4603 -4.6282
C -3.4870 -6.1952 -4.5458
N -2.8951 -10.1209 -5.3123
H -0.8014 -9.3817 -3.9570
H -1.1372 -11.0380 -3.3346
H -1.4737 -9.7349 -2.3633
H -3.6046 -10.5665 -3.4460
H -3.5210 -7.9812 -2.7524
H -4.6500 -8.3482 -4.0235
H -3.2705 -5.7766 -3.5630
H -4.5552 -6.2334 -4.7596
H -3.1559 -5.5540 -5.3627
H -3.8401 -10.0118 -5.6519
H -2.4850 -9.2813 -5.6955
C 1.1894 -5.3139 2.6972
C 1.4400 -6.6314 3.4393
C 0.3317 -7.6220 3.2596
O 0.2916 -7.9656 1.8405
C -0.9731 -8.5034 1.5304
N 2.7130 -7.2981 3.1154
H 0.8476 -5.4490 1.6711
H 2.0668 -4.6672 2.6919
H 0.3439 -4.8464 3.2019
H 1.5578 -6.4469 4.5071
H -0.5748 -7.1933 3.6871
H 0.4878 -8.5310 3.8405
H -1.7774 -7.7721 1.6112
H -1.1473 -9.3120 2.2402
H -0.8536 -8.8717 0.5115
H 2.9179 -7.9246 3.8806
H 3.4526 -6.6569 3.3643
```

Summary:
- Multiplicity: 7
- E_tot: -96471.8826 eV
- Charge: +2
- <S²>: 12.018

---

Density functional theory data (ωB97M-V/def2-TZVPD) for 2 unconnected molecules or ions with the total composition C8H6F3O2PS.

The geometry in XYZ format:
```
21
Properties=species:S:1:pos:R:3
C 1.1971 1.3860 -0.1018
C -1.0943 1.0899 0.6861
C 1.0790 0.2589 -0.8670
C -1.2175 -0.0140 -0.1198
C 0.0852 1.8951 0.6360
C -0.1474 -0.4147 -0.9199
C 0.1208 3.1448 1.2092
C -0.3783 -1.5180 -1.9056
O 1.5485 -3.3421 0.0970
O 0.2922 -2.0055 1.7095
F 0.7228 -1.9541 -2.5128
F -0.9805 -2.5981 -1.3450
F -1.2220 -1.1241 -2.8847
P 0.3323 -3.4409 0.8668
S -0.6098 -1.2867 2.8740
H 2.1301 1.9265 -0.0628
H -1.9114 1.4006 1.3152
H 1.9131 -0.1116 -1.4413
H -2.1347 -0.5833 -0.1375
H 1.0009 3.7581 1.1543
H -0.7262 3.5332 1.7500
```

Summary:
- Energy relative to the best compared isomer or geometry (same formula, charge and spin): 17.6 kcal per mole
- Charge: 0

---

Density functional theory data (ωB97M-V/def2-TZVPD) for a molecular structure, CH4NO2Si.

The geometry in XYZ format:
```
9
Properties=species:S:1:pos:R:3
C -2.3010 1.6443 -1.0255
N 0.8728 0.3493 -0.1027
O -2.5408 2.7210 -0.4703
O -2.6458 1.1509 -2.0742
Si -0.8115 0.1143 0.1961
H 1.5111 0.7214 0.5086
H 1.2549 0.7376 -1.0340
H -0.8458 0.0923 1.7195
H -1.0987 -1.2340 -0.3966
```

Summary:
- Energy relative to the best compared isomer or geometry (same formula, charge and spin): 25.3 kcal per mole
- Charge: -1

---

Density functional theory data (ωB97M-V/def2-TZVPD) for a molecular structure, C10H12IrN3O8.

The geometry in XYZ format:
```
34
Properties=species:S:1:pos:R:3
Ir -0.0785 -0.3209 0.0169
O 5.8321 0.5120 1.9356
C 4.6920 0.4057 1.6391
C 4.1775 -0.3883 0.3480
O 4.9352 -0.8695 -0.4445
C 2.7269 -0.3665 0.4556
C 2.2855 0.3839 1.6190
O 1.0708 0.4813 1.8818
C 3.4498 0.9100 2.3593
O 3.4678 1.6173 3.3292
O 1.8544 -0.9501 -0.2552
N -0.5697 -2.1994 0.8255
C -1.9299 -2.6649 0.4464
C -3.0186 -1.7701 1.0124
C -3.0912 -0.3580 0.3885
O -4.1581 0.1236 0.1315
O -1.9401 0.2688 0.2281
H 0.1203 -2.8751 0.5017
H -0.4993 -2.1819 1.8417
H -2.0875 -3.6786 0.8205
H -1.9879 -2.7106 -0.6425
H -2.8776 -1.6281 2.0889
H -3.9949 -2.2205 0.8558
C 0.0003 4.8776 -1.8039
N 0.3577 3.4694 -1.8169
C -0.0282 2.5840 -0.9020
N -0.8670 2.9621 0.0634
O 0.4633 1.4052 -0.9779
H 0.5433 5.3852 -2.5944
H 0.2721 5.3402 -0.8537
H -1.0660 5.0200 -1.9889
H 1.0107 3.1332 -2.5045
H -1.3332 3.8519 0.0271
H -1.2287 2.2639 0.6902
```

Summary:
- Multiplicity: 2
- E_tot: -34245.5018 eV
- Charge: +1
- <S²>: 0.774

---

Number 1: largest force on an atom 2.70 eV/A. Number 2: largest force on an atom 1.00 eV/A. Number 3: largest force on an atom 0.58 eV/A. Number 4: largest force on an atom 5.42 eV/A. Number 5: largest force on an atom 6.90 eV/A. Number 6: largest force on an atom 2.31 eV/A. Number 7: largest force on an atom 4.20 eV/A. Number 8: largest force on an atom 2.94 eV/A.